Here is C32H18IrN10O7S2Se as an isolated structure in a non-equilibrium geometry from OMol25. Energies are from ωB97M-V/def2-TZVPD.

Each line ends with the Mulliken charge.
Atoms and positions in Å:
Ir -0.639486 -0.082365 0.521881  1.6164
S 2.416010 6.262676 -1.787659  0.1802
N 2.998710 4.761329 -1.811066  -0.6784
C 2.109224 3.994206 -1.203495  0.5302
C 2.236312 2.566190 -0.988663  0.4457
C 3.356141 1.788413 -1.301526  -0.9353
C 3.347945 0.446606 -0.984275  -1.0565
C 2.217927 -0.126847 -0.401742  -0.5516
N 1.146429 0.609242 -0.137384  0.9325
C 1.153897 1.935119 -0.389896  -0.1137
C 0.000147 2.674348 0.117267  0.2433
N -0.915380 1.945958 0.804543  0.4374
C -1.944207 2.564758 1.366809  -0.3849
C -2.110004 3.946280 1.271285  -1.0955
C -1.194477 4.697485 0.569261  -0.6144
C -0.100561 4.053812 -0.019322  0.4426
C 0.972856 4.713423 -0.739606  0.5683
N 1.029719 6.006889 -1.009239  -0.6899
H 4.215486 2.252644 -1.766929  0.5698
H 4.204216 -0.180447 -1.187865  0.5576
H 2.143619 -1.184830 -0.168281  0.3573
H -2.648718 1.933192 1.893917  0.6301
H -2.963565 4.407788 1.746245  0.4966
H -1.298077 5.770114 0.473282  0.5887
O -4.289786 -1.551837 0.035792  -0.6524
C -3.124485 -1.661475 0.342303  -0.1237
O -2.515650 -0.722876 1.063891  -1.0240
C -2.357279 -2.905932 -0.015808  0.6450
C -3.120567 -4.040310 -0.251129  -0.6437
C -2.510485 -5.241378 -0.557465  -0.8458
C -1.136316 -5.349060 -0.656950  -0.5188
C -0.373381 -4.229175 -0.417991  -0.4678
C -0.940639 -2.968067 -0.107715  1.0536
O -0.153083 -1.948090 0.010879  -0.6542
N 1.082030 -4.381050 -0.522773  0.9379
O 1.493190 -5.152497 -1.363257  -0.5879
O 1.787326 -3.587913 0.079005  -0.5997
N -3.335130 -6.433949 -0.784533  1.0399
O -2.758696 -7.463177 -1.070033  -0.6243
O -4.537113 -6.308552 -0.678375  -0.6116
H -4.197679 -3.977479 -0.193408  0.6628
H -0.670212 -6.288368 -0.914651  0.6589
N -1.034784 -2.468940 2.745256  -0.1304
C -0.064560 -1.613503 3.085313  0.4695
N 0.243768 -0.516829 2.412820  0.7002
C 1.214483 0.222586 3.131763  -0.8715
C 1.735508 1.482246 2.852145  0.3367
C 2.711783 2.026657 3.669521  -0.9526
C 3.198643 1.340692 4.777286  -0.6255
C 2.684397 0.096165 5.086930  -0.6058
C 1.698361 -0.431141 4.268808  0.2157
S 0.870481 -1.934857 4.504121  -0.3154
H -1.800978 -2.082578 2.200841  0.1324
H -1.246318 -3.229457 3.368843  0.2917
H 1.385467 2.068291 2.024042  0.7766
H 3.098167 3.010130 3.436322  0.4509
H 3.960779 1.783175 5.402868  0.4056
H 3.029269 -0.451916 5.953315  0.4186
Se -3.180159 0.859262 -1.419149  0.4680
N -1.481343 0.234901 -1.365869  -0.4206
C -0.929157 0.430676 -2.560905  1.0996
C 0.340721 -0.035518 -3.004893  -0.2699
C 0.733505 0.262446 -4.269532  -0.6479
C -0.082488 1.019109 -5.172496  -0.7388
C -1.321306 1.426751 -4.808855  -0.7286
C -1.781855 1.123530 -3.491945  0.3198
N -2.989974 1.440259 -3.049370  -0.7529
H 0.940413 -0.674903 -2.371081  0.4352
H 1.684987 -0.111492 -4.624466  0.4993
H 0.289575 1.224786 -6.166488  0.4225
H -1.983582 1.954697 -5.480435  0.4970

Force components x, y, z for each atom (eV/Å):
0.3 -0.5 -0.1
0.0 0.0 0.0
0.0 0.0 0.0
0.0 0.1 0.0
-0.1 -0.1 0.0
0.0 0.0 0.0
0.0 0.0 0.0
0.1 0.0 0.0
0.0 0.1 0.1
-0.1 0.1 0.1
0.1 -0.1 0.0
0.0 -0.1 -0.2
0.0 0.0 0.1
0.0 0.0 0.0
0.0 0.0 0.0
0.0 -0.1 0.0
0.0 0.0 0.0
0.0 0.0 0.0
0.0 0.0 0.0
0.0 0.0 0.0
0.0 0.0 0.0
0.0 0.0 0.0
0.0 0.0 0.0
0.0 0.0 0.0
0.0 0.0 0.1
-0.1 -0.1 0.0
0.1 0.2 -0.1
0.0 0.0 -0.1
0.1 -0.1 0.0
0.0 0.0 0.0
-0.1 0.1 0.0
-0.1 -0.4 0.4
-0.1 0.0 -0.1
0.2 0.2 0.0
0.0 1.3 -1.2
0.0 -0.5 0.3
0.1 -0.5 0.5
0.0 0.0 -0.1
0.0 0.0 0.0
0.0 0.0 0.0
0.0 0.0 0.0
0.0 0.0 0.0
-0.1 0.2 0.1
-0.1 -0.3 -0.1
-0.4 0.4 0.2
0.2 -0.1 -0.1
-0.1 0.0 -0.1
0.0 0.0 0.0
0.0 0.0 0.0
0.0 0.0 0.0
0.0 0.0 0.0
0.0 0.0 0.0
0.1 0.0 0.1
0.0 0.0 0.0
-0.1 0.0 -0.1
0.0 0.0 0.0
0.0 0.0 0.0
0.0 0.0 0.0
0.1 0.1 0.0
-0.2 0.3 0.5
0.0 -0.2 -0.2
0.1 -0.1 0.0
0.0 0.0 0.0
-0.1 0.0 0.1
0.1 0.0 -0.1
-0.2 0.0 0.0
0.1 0.0 -0.1
-0.1 0.1 -0.1
0.0 0.0 0.0
0.0 0.0 0.0
0.0 0.0 0.0

- Kohn-Sham gap: 0.25508 Ha
- E_LUMO: -4.16 eV
- Energy above the lowest of the compared OMol25 structures with the same formula, charge and spin: 7.5 kcal per mole
- DFT total energy: -152558.26344 eV
- E_HOMO: -0.4081 Ha
- Multiplicity: 1
- Charge: +1